ORCA calculation (wB97M-V/def2-TZVPD) on 6 unconnected molecules or ions with the total composition C7H17BBr2N3O11.

CARTESIAN COORDINATES (ANGSTROEM)
Br 3.246 2.287 3.564
Br 6.152 1.890 1.673
O -1.556 -3.505 -1.451
O -0.207 0.455 1.488
O -3.156 -5.084 -1.896
O -0.445 -3.518 -3.460
O 1.082 1.940 0.339
O -0.851 2.479 1.249
O 2.140 -0.821 -0.934
O -0.896 -1.378 -2.532
O -1.850 -4.860 -4.608
O -0.034 0.667 -2.259
O 0.815 -2.611 -1.487
N -3.455 1.925 2.221
N -1.381 -2.002 1.049
N -0.447 3.886 -1.242
C -0.013 -0.560 -2.228
C 1.147 -1.344 -1.431
C -1.520 -4.266 -3.599
C -2.227 -4.365 -2.213
C 3.648 0.676 2.535
C 4.447 1.008 1.281
C 0.050 1.604 1.069
B -0.486 -2.758 -2.192
H 3.954 1.578 0.493
H -0.621 -2.284 0.448
H 0.205 4.656 -1.275
H 4.220 -0.043 3.120
H -4.086 2.697 2.058
H -2.516 2.229 2.004
H -1.120 -1.065 1.321
H -1.513 -2.660 1.804
H -1.356 4.286 -1.056
H 1.322 1.021 0.481
H 4.760 0.093 0.778
H -2.200 -1.896 0.467
H -0.416 3.457 -2.156
H -3.843 1.127 1.739
H -0.179 3.179 -0.573
H 2.750 0.153 2.204
H -3.564 1.727 3.205

The relative energy (zero: lowest compared OMol25 entry of this formula, charge and spin) is 0.0 kJ/mol. For the max |F|, the calculation gives 7.78 eV Å⁻¹. The frontier orbital gap (spin up / spin down) comes out at 3.2 / 9.2 eV. The value obtained for the LUMO energy (spin up / spin down) is -0.661 / -0.724 eV. For the total energy, the calculation gives -6441.8279 Eh. The spin multiplicity is 2.

Here are the Löwdin charges for atoms 1 to 5, given in e: number 1, Br, carries 0.599; number 2, Br, carries 0.583; number 3, O, carries 0.157; number 4, O, carries -0.064; number 5, O, carries 0.148


ORCA calculation (wB97M-V/def2-TZVPD) on 14 unconnected molecules or ions with the total composition C4H37N2O14.

CARTESIAN COORDINATES (ANGSTROEM)
O 4.481 0.818 -1.514
O -3.140 1.200 -0.778
O -2.259 -2.145 -1.234
O -1.739 3.618 1.086
O -1.013 0.932 1.536
O -3.715 1.408 1.806
O -5.431 -0.060 0.569
O 2.678 -3.289 2.338
O -2.511 -0.386 -3.191
O 3.978 -2.200 0.103
O 3.335 0.981 3.499
O -2.108 -2.951 -3.788
O 1.769 -1.358 4.171
O 3.324 1.611 0.780
N 0.933 -0.201 1.442
N -0.326 1.763 -1.158
C -0.114 0.428 0.912
C 1.084 -0.386 -1.476
C -0.076 0.248 -0.707
C -0.513 1.989 -2.630
H -1.171 2.072 -0.669
H 2.705 0.355 3.837
H -2.892 -1.058 -3.725
H -0.951 -0.342 -1.036
H 4.166 -1.338 0.469
H 2.943 -3.474 1.412
H 3.718 2.517 0.687
H -1.857 2.720 1.390
H -1.361 1.434 -3.148
H 1.486 -1.228 -0.941
H 5.062 1.460 -1.886
H 4.115 0.783 -0.675
H -5.725 0.778 0.908
H 1.832 0.433 -1.498
H 1.686 -0.644 0.943
H 4.841 -2.427 -0.241
H -3.441 0.623 -1.461
H 3.396 1.331 1.682
H -2.478 -1.098 -2.449
H 0.357 2.408 -0.832
H -2.261 -2.776 -4.718
H 0.663 -0.777 -2.427
H -2.937 1.928 1.835
H 3.781 1.318 4.285
H -1.420 -2.350 -1.758
H -5.703 -0.665 1.278
H 0.969 -0.445 2.502
H -2.896 -3.455 -3.532
H 0.337 1.595 -3.135
H 2.555 -4.186 2.690
H -0.994 4.032 1.556
H 1.169 -1.275 4.912
H 2.028 -2.286 4.012
H -0.480 3.088 -2.750
H -3.768 1.428 -0.106
H -2.606 -2.976 -0.943
H -3.503 0.478 1.767

The relative energy (zero: lowest compared OMol25 entry of this formula, charge and spin) is 365.2 kJ/mol. For the max |F|, the calculation gives 4.44 eV Å⁻¹. The total charge is +1. The frontier orbital gap comes out at 10.7 eV. The value obtained for the LUMO energy is -2.320 eV. For the total energy, the calculation gives -1337.2233 Eh.

Here are the Löwdin charges for atoms 1 to 5, given in e: number 1, O, carries -0.034; number 2, O, carries -0.026; number 3, O, carries -0.052; number 4, O, carries -0.036; number 5, O, carries 0.060


ORCA calculation (wB97M-V/def2-TZVPD) on 8 unconnected molecules or ions with the total composition C28H61FNO9S7.

CARTESIAN COORDINATES (ANGSTROEM)
S 4.323 -2.403 0.207
S 6.586 -7.853 1.467
S -0.071 5.176 1.772
S -2.513 -3.559 -1.788
S -8.328 -2.531 -2.565
S -5.856 1.328 -2.559
S 0.606 5.724 6.557
F -1.051 3.473 -1.412
O 3.842 -1.817 -1.093
O -0.601 -0.639 -2.427
O 6.079 -6.528 1.007
O -1.328 -4.115 -1.070
O -5.578 1.728 -3.965
O -2.597 2.153 -0.646
O 0.043 7.049 6.185
O 1.233 4.624 2.230
O -7.150 -2.374 -1.667
N 2.053 0.185 -2.842
C 3.871 1.758 -2.509
C 1.681 -1.245 -3.022
C 4.157 4.118 -2.122
C -5.594 2.789 -1.552
C 6.096 -2.142 0.251
C -3.780 -4.824 -1.774
C 7.578 -7.547 2.929
C -3.336 -2.433 -0.664
C -9.750 -1.874 -1.685
C -1.805 2.392 -1.471
C 5.272 2.214 0.991
C -0.250 0.709 -2.362
C -0.604 6.374 2.994
C 1.884 6.016 7.782
C 0.497 -1.480 -2.111
C -7.639 1.294 -2.361
C 5.227 -8.659 2.315
C -1.320 3.948 2.169
C -1.490 1.567 -2.660
C 4.648 3.833 -0.844
C 3.762 3.075 -2.961
C -0.565 4.957 7.684
C 4.394 -4.173 0.006
C 3.399 0.615 -3.347
C 4.767 2.516 -0.387
C 4.371 1.485 -1.246
C 0.894 0.992 -3.325
C -8.834 -4.250 -2.467
H 6.542 -2.531 -0.664
H -0.799 5.649 8.493
H -3.436 -5.646 -2.398
H 2.509 -1.880 -2.743
H 0.622 0.665 -4.319
H 3.333 0.903 -4.389
H 5.249 1.143 1.161
H -9.806 -2.327 -0.696
H 0.187 -2.516 -2.087
H 4.424 0.458 -0.937
H -2.309 4.354 1.959
H -1.274 2.234 -3.488
H -8.028 0.474 -2.961
H 4.816 -7.986 3.067
H 3.370 3.254 -3.950
H 0.135 0.977 -1.367
H -1.468 4.731 7.120
H 1.482 6.634 8.585
H -1.148 3.076 1.544
H -0.138 4.035 8.077
H -9.621 -0.799 -1.592
H -8.062 2.236 -2.710
H 7.868 -8.499 3.373
H -4.537 3.013 -1.592
H 0.076 7.222 2.959
H -2.670 -1.588 -0.497
H -1.614 6.709 2.752
H -4.698 -4.406 -2.181
H -2.332 0.926 -2.877
H -3.934 -5.171 -0.753
H 3.375 -4.546 -0.086
H 2.237 5.061 8.170
H -5.881 2.580 -0.521
H 6.282 -1.072 0.328
H 4.932 4.647 -0.196
H 2.091 0.322 -1.828
H 5.586 -9.578 2.777
H -0.578 5.934 3.988
H 4.963 -4.420 -0.889
H -7.882 1.129 -1.311
H 6.506 -2.650 1.122
H 4.054 -0.242 -3.257
H -9.768 -4.383 -3.012
H 1.165 2.040 -3.351
H -10.654 -2.085 -2.256
H -6.167 3.629 -1.948
H 7.006 -6.951 3.640
H -4.265 -2.086 -1.118
H 4.069 5.141 -2.444
H 0.832 -1.228 -1.097
H 4.867 -4.616 0.881
H -1.232 3.674 3.221
H 1.401 -1.461 -4.047
H -8.954 -4.535 -1.422
H -8.055 -4.853 -2.929
H 4.607 2.661 1.721
H 2.701 6.536 7.288
H 8.467 -7.004 2.619
H -3.535 -2.943 0.278
H 4.467 -8.895 1.574
H 6.277 2.584 1.145

The relative energy (zero: lowest compared OMol25 entry of this formula, charge and spin) is 0.0 kJ/mol. For the max |F|, the calculation gives 1.57 eV Å⁻¹. The total charge is +1. The frontier orbital gap comes out at 8.8 eV. The value obtained for the LUMO energy is -1.488 eV. For the total energy, the calculation gives -4722.1747 Eh.

Here are the Löwdin charges for atoms 1 to 5, given in e: number 1, S, carries 0.853; number 2, S, carries 0.829; number 3, S, carries 0.791; number 4, S, carries 0.800; number 5, S, carries 0.793


ORCA calculation (wB97M-V/def2-TZVPD) on 11 unconnected molecules or ions with the total composition C52H55N11.

CARTESIAN COORDINATES (ANGSTROEM)
N -3.507 -0.062 2.301
N -1.951 -2.786 -3.806
N 3.742 -2.006 -2.543
N -2.984 4.947 -1.661
N -4.676 -4.125 -0.358
N 3.611 5.617 -0.027
N -0.145 -1.498 -0.297
N 1.827 3.822 2.841
N 1.294 -6.991 -1.978
N -2.142 -1.473 6.882
N 6.126 1.719 -0.579
C 0.035 -7.371 -1.655
C 0.884 1.109 0.291
C -0.479 -2.911 -5.461
C -2.093 -1.605 -4.495
C -1.101 -0.576 4.957
C -3.847 -3.936 0.707
C 5.511 0.486 -0.429
C 0.167 -0.501 5.624
C -3.699 -2.180 -0.533
C -0.958 -3.571 -4.333
C -1.201 -1.671 -5.586
C 5.929 2.631 0.379
C -3.288 -2.655 0.665
C 3.647 6.689 -0.854
C -3.697 1.870 0.767
C 4.364 1.170 1.515
C -0.950 3.719 2.797
C -2.972 0.990 1.631
C -0.920 -6.482 -1.153
C -4.579 -2.990 -1.148
C 3.232 -2.368 -1.347
C 0.779 0.095 1.237
C -3.486 3.080 -3.642
C -0.936 -1.468 7.510
C 5.479 -3.700 -2.155
C -0.237 2.884 3.683
C -5.691 0.690 1.339
C -0.587 -5.157 -0.973
C 4.878 -2.728 -2.936
C -4.278 4.629 -2.007
C 0.718 -4.671 -1.303
C 4.625 0.130 0.616
C 3.083 6.284 -2.107
C -2.264 -0.932 5.649
C 2.686 4.959 -1.940
C -1.969 4.336 -2.303
C 4.935 -4.028 -0.940
C -4.550 3.690 -2.990
C 4.998 2.407 1.386
C 3.092 4.514 -0.693
C -2.147 3.306 -3.274
C -5.087 1.709 0.667
C 1.186 2.928 3.633
C 3.804 -3.356 -0.487
C 1.121 4.748 2.195
C -0.285 4.705 2.125
C -4.860 -0.151 2.191
C 1.666 -5.666 -1.682
C 0.311 0.820 -0.969
C 0.235 -0.909 6.968
C 0.326 -1.210 0.889
C -0.203 -0.471 -1.197
H 0.398 1.569 -1.742
H -1.357 2.722 -3.723
H -5.582 3.495 -3.241
H -1.303 -4.491 -0.515
H -5.375 -1.017 2.578
H 1.221 0.332 2.194
H 4.926 3.078 2.229
H 5.761 -0.283 -1.144
H -3.660 2.358 -4.426
H -1.095 -0.195 3.947
H 4.146 7.603 -0.568
H -6.767 0.592 1.316
H 3.089 7.024 -2.894
H -2.590 -2.223 1.366
H -0.879 5.484 1.669
H -0.738 -4.559 -3.956
H -2.763 -0.867 -4.080
H -3.837 -4.652 1.516
H -5.101 -2.848 -2.082
H 6.454 -4.100 -2.390
H -3.207 2.739 0.354
H 0.485 -1.856 1.740
H 1.638 5.618 1.817
H -5.275 -4.913 -0.558
H -1.902 1.084 1.748
H 2.920 3.587 -0.168
H -1.045 -1.786 8.536
H 1.171 -0.965 7.505
H 1.777 2.367 4.342
H -0.825 2.196 4.271
H 3.386 -3.600 0.478
H -0.998 4.625 -1.929
H 1.260 2.096 0.515
H 2.680 -5.329 -1.839
H -1.141 -0.983 -6.417
H -2.028 3.717 2.854
H -0.724 -0.707 -2.113
H 6.497 3.548 0.429
H -1.896 -6.861 -0.889
H 4.177 5.484 0.799
H -5.117 5.112 -1.530
H 0.334 -3.157 -6.128
H 3.692 0.916 2.322
H 5.526 -4.658 -0.291
H -3.379 -1.216 -0.900
H -5.694 2.391 0.091
H 0.887 -3.607 -1.377
H 5.400 -2.391 -3.820
H 2.399 -1.817 -0.938
H 4.272 -0.884 0.735
H -2.578 -3.059 -3.063
H -0.194 -8.403 -1.876
H -3.274 -0.887 5.271
H 1.045 -0.210 5.067
H 2.262 4.310 -2.692

The relative energy (zero: lowest compared OMol25 entry of this formula, charge and spin) is 54.2 kJ/mol. For the max |F|, the calculation gives 3.93 eV Å⁻¹. The frontier orbital gap comes out at 8.5 eV. As for the SMILES: c1cc[nH]c1.c1cc[nH]c1.c1cc[nH]c1.c1ccncc1.c1ccncc1.c1ccncc1.c1ccncc1.c1ccncc1.c1ccncc1.c1ccncc1.c1ccncc1. The value obtained for the LUMO energy is 0.451 eV. For the total energy, the calculation gives -2616.6383 Eh.

Here are the Löwdin charges for atoms 1 to 5, given in e: number 1, N, carries 0.056; number 2, N, carries -0.002; number 3, N, carries 0.082; number 4, N, carries 0.043; number 5, N, carries 0.025